1.
Computed, not measured: 4 unconnected molecules or ions with the total composition C11H22ClO3P, with ωB97M-V/def2-TZVPD.

XYZ file:
```
38
Properties=species:S:1:pos:R:3:lowdin_charge:R:1
Cl 3.578 2.768 0.635 0.0804
P 3.931 1.375 -0.867 0.4949
C 3.042 -0.172 -0.326 -0.4477
C 2.156 -0.739 -1.447 -0.2295
C 0.760 -0.169 -1.473 -0.2531
C -0.254 -0.765 -0.758 -0.0731
C -1.548 -0.324 -0.762 -0.0885
C -1.878 0.778 -1.521 -0.0987
C -0.885 1.409 -2.232 -0.0897
C 0.409 0.937 -2.205 -0.0552
H 5.308 1.031 -0.750 -0.1014
H 2.513 0.018 0.612 0.0568
H 3.830 -0.910 -0.129 0.0687
H 2.087 -1.831 -1.406 0.1122
H 2.628 -0.496 -2.409 0.0970
H -0.004 -1.645 -0.162 0.1166
H -2.331 -0.833 -0.210 0.1125
H -2.899 1.141 -1.574 0.1041
H -1.118 2.279 -2.838 0.1058
H 1.146 1.463 -2.808 0.1104
C 0.214 0.797 3.180 -0.1416
O -0.169 -0.578 3.107 -0.1318
H 0.506 1.018 4.204 0.0797
H 1.063 0.983 2.514 0.0591
H -0.628 1.432 2.894 0.0467
H -0.423 -0.749 2.195 0.0432
C -3.225 3.172 2.758 -0.1442
O -1.926 2.924 2.228 -0.1448
H -3.296 2.680 3.725 0.0808
H -3.386 4.245 2.889 0.0758
H -3.992 2.766 2.093 0.0755
H -1.873 3.361 1.373 0.0790
C -0.679 -4.393 -2.063 -0.1572
O -0.369 -4.519 -0.678 -0.1338
H -1.088 -3.399 -2.229 0.0683
H 0.229 -4.514 -2.661 0.0761
H -1.419 -5.141 -2.356 0.0757
H -0.008 -5.399 -0.539 0.0713
```

Computed properties:
orbital gap: 9.557 eV
structure (SMILES): ClPCCc1ccccc1.CO.CO.CO
highest occupied orbital energy: -8.9 eV



2.
Computed, not measured: CH7N3 in the gas phase, with ωB97M-V/def2-TZVPD.

XYZ file:
```
11
Properties=species:S:1:pos:R:3:lowdin_charge:R:1
C -1.222 -0.074 -0.408 -0.1218
N -0.329 -0.151 0.794 -0.1462
N 0.934 0.580 0.612 -0.1768
N 1.822 -0.298 -0.122 -0.0194
H -2.124 -0.674 -0.286 0.0621
H -1.708 0.924 -0.476 0.0670
H -0.540 -0.388 -1.274 0.0773
H -0.788 0.141 1.577 0.0438
H 0.771 1.539 0.118 0.1328
H 1.853 -1.005 0.500 0.0052
H 1.331 -0.594 -1.035 0.0760
```

Computed properties:
orbital gap: 10.122 eV
structure (SMILES): CNNN
highest occupied orbital energy: -9.1 eV